Entry 1:
C6H8O2 as an isolated structure. Source: the OMol25 dataset; level of theory: ωB97M-V/def2-TZVPD.

Properties
Orbital gap, eV: 10.7
Energy relative to the best compared isomer or geometry (same formula, charge and spin), kJ/mol: 444.93

Structure (ORCA input):
```
! wB97M-V def2-TZVPD RIJCOSX def2/J DEFGRID3
* xyz 0 1
C 0.71275 1.33522 0.21376
C -2.29368 0.07103 0.07717
C -0.01816 -0.97912 0.19318
C 0.63065 -0.74542 -1.06582
C 1.58133 0.10134 -0.11350
C 0.66921 0.02041 1.06986
H 1.21512 2.10617 0.69439
H -0.03939 1.89377 -0.47615
H -3.27545 -0.08939 0.53730
H 0.13262 -2.02690 0.32017
H 0.01665 -0.22349 -1.80221
H 0.84112 -1.53557 -1.54821
H 2.63026 0.07121 -0.34099
H 0.54222 -0.08716 2.31083
O -1.47979 -0.97232 0.44737
O -1.86545 1.06020 -0.51715
*
```

Here are the natural (NBO) charges for atoms 1 to 4, given in e: C -0.4247; C 0.6503; C 0.0862; C -0.4354


Entry 2:
A 7-piece molecular cluster, C24H67N5O7 overall. Source: the OMol25 dataset; level of theory: ωB97M-V/def2-TZVPD.

Properties
Orbital gap, eV: 9.4
Energy relative to the best compared isomer or geometry (same formula, charge and spin), kJ/mol: 593.22
SMILES: COC[C@H](C)N.COC[C@H](C)N.COC[C@H](C)N.COC[C@H](C)N.COC[C@H](C)N.CCO.CCO

Structure (ORCA input):
```
! wB97M-V def2-TZVPD RIJCOSX def2/J DEFGRID3
* xyz 0 1
C 3.78834 0.44012 -8.83006
C 2.99079 -0.08011 -10.04612
O 2.93192 1.07986 -10.93692
H 3.24006 1.17611 -8.24201
H 4.73246 0.86501 -9.17094
H 3.97898 -0.33163 -8.08429
H 2.05418 -0.55359 -9.75175
H 3.50611 -0.83113 -10.64490
H 2.38707 0.98397 -11.72149
C 9.75660 7.45003 7.18300
C 9.16386 7.56847 8.62864
O 8.38378 6.37609 9.00098
H 10.56387 6.72023 7.24461
H 10.19086 8.35801 6.76455
H 9.17063 7.14672 6.31539
H 8.35785 8.30222 8.63728
H 9.91055 7.70693 9.41054
H 9.01947 5.78288 9.40793
C -7.75722 -3.95399 8.89120
C -7.87617 -5.36411 8.34110
C -6.57686 -6.05722 7.82281
O -5.85444 -5.31941 6.87311
C -6.38861 -4.88503 5.65593
N -8.64858 -6.14466 9.29472
H -7.49650 -3.83375 9.94271
H -8.67406 -3.36914 8.96509
H -7.03307 -3.36441 8.32898
H -8.43703 -5.35209 7.40655
H -6.90587 -6.99349 7.37197
H -6.03278 -6.48429 8.66524
H -6.77136 -5.84507 5.30964
H -5.78812 -4.44755 4.85836
H -7.23131 -4.21341 5.81985
H -8.01757 -6.07718 10.08046
H -9.48627 -5.75345 9.70132
C -0.20710 -9.53726 2.67239
C 0.77753 -8.39985 3.20144
C 0.94617 -8.32840 4.75251
O 1.79091 -7.21850 5.28335
C 1.62038 -5.96634 4.62525
N 2.03478 -8.80764 2.53510
H 0.01361 -10.52655 3.07326
H -0.23090 -9.43437 1.58752
H -1.25717 -9.35587 2.90160
H 0.48479 -7.41256 2.84417
H 1.08172 -9.33641 5.14449
H 0.02768 -7.96003 5.20942
H 2.03525 -5.99286 3.61764
H 2.02210 -5.05299 5.06401
H 0.57486 -5.80902 4.36022
H 2.87399 -8.24574 2.52471
H 2.47336 -9.65731 2.86039
C 0.01405 1.23271 0.56549
C 1.41100 1.92126 0.44008
C 2.52913 1.23316 1.16338
O 3.81930 1.86210 0.97221
C 3.92178 3.18340 1.44045
N 1.61025 1.88875 -0.98998
H -0.24345 1.17906 1.62327
H 0.05145 0.21813 0.16884
H -0.84616 1.70892 0.09501
H 1.38406 2.96168 0.76398
H 2.58673 0.15358 1.02448
H 2.36068 1.40596 2.22633
H 4.98916 3.40060 1.40005
H 3.53916 3.30514 2.45380
H 3.34363 3.86647 0.81815
H 1.13737 1.15422 -1.49689
H 2.57186 2.15959 -1.13852
C -4.01258 0.71900 -5.77033
C -4.15279 -0.49705 -6.65141
C -3.69279 -1.91609 -5.99392
O -4.51780 -2.19177 -4.89567
C -4.26901 -3.52527 -4.43033
N -5.55482 -0.59434 -7.02768
H -4.15763 1.67722 -6.26921
H -2.94951 0.65082 -5.53937
H -4.49752 0.49707 -4.81971
H -3.50738 -0.48425 -7.52970
H -2.66097 -1.75018 -5.68419
H -3.74539 -2.70018 -6.74926
H -4.84717 -3.59638 -3.50903
H -3.22875 -3.65991 -4.13398
H -4.63822 -4.19754 -5.20482
H -5.99106 -0.99813 -6.21113
H -5.80592 0.38040 -6.94446
C 0.69935 8.35982 -3.86070
C 1.81046 8.44035 -4.86085
C 1.50640 9.37780 -6.04290
O 2.50583 9.35675 -7.03809
C 2.49788 8.22937 -7.84802
N 3.00565 8.91265 -4.18243
H 0.33744 9.33673 -3.54013
H 1.13749 7.88578 -2.98240
H -0.10914 7.70434 -4.18440
H 1.98012 7.38738 -5.08573
H 1.33625 10.38067 -5.65126
H 0.57349 9.29429 -6.60039
H 3.28290 8.20936 -8.60397
H 1.53989 8.11227 -8.35462
H 2.60059 7.26735 -7.34596
H 3.54991 8.14560 -3.81431
H 3.58139 9.29085 -4.92106
*
```

Here are the Löwdin charges for atoms 1 to 4, given in e: C -0.0898; C -0.2787; O -0.1089; H 0.0694


Entry 3:
C4H10N2O2 as an isolated structure. Source: the OMol25 dataset; level of theory: ωB97M-V/def2-TZVPD.

Properties
Orbital gap, eV: 5.2
Energy relative to the best compared isomer or geometry (same formula, charge and spin), kJ/mol: 1309.15

Structure (ORCA input):
```
! wB97M-V def2-TZVPD RIJCOSX def2/J DEFGRID3
* xyz 0 1
C -1.62716 -0.30339 0.10453
N -2.12967 0.96818 1.33761
C -0.10153 -0.52844 -0.03194
C 0.39689 -1.06982 -1.39035
N 0.52973 0.73822 0.21151
C 2.03165 0.68702 0.42279
O 2.33366 0.30933 1.60946
O 2.56791 0.05752 -0.82557
H -1.90075 -0.33744 1.17855
H -2.25298 -0.96176 -0.46918
H -1.77146 0.81274 -0.16429
H -3.03029 1.11816 1.05434
H 0.19012 -1.17150 0.81063
H 1.79536 -0.54489 -1.21957
H 0.41712 -2.17280 -1.63717
H -0.00763 -0.61794 -2.25252
H 0.24765 1.27754 0.99828
H 2.31138 1.73929 0.26290
*
```

Here are the natural (NBO) charges for atoms 1 to 4, given in e: C -0.5679; N -0.6641; C -0.1229; C -0.2342


Entry 4:
One molecule with the formula C20H31N3O. Source: the OMol25 dataset; level of theory: ωB97M-V/def2-TZVPD.

Properties
Orbital gap, eV: 9.0
Energy relative to the best compared isomer or geometry (same formula, charge and spin), kJ/mol: 128.07
SMILES: CCCCCCCC(=O)NN=C1CCN(Cc2ccccc2)CC1

Structure (ORCA input):
```
! wB97M-V def2-TZVPD RIJCOSX def2/J DEFGRID3
* xyz 0 1
C -1.17464 -7.61945 2.35466
C 0.03222 -6.76130 2.71575
C 0.38583 -5.73521 1.63867
C -0.67539 -4.65027 1.46420
C -0.21760 -3.57318 0.48294
C -1.29976 -2.54423 0.15811
C -1.68961 -1.69129 1.37056
C -2.69296 -0.64354 0.96031
O -3.89035 -0.72003 1.13665
N -2.16956 0.44551 0.32475
N -0.84547 0.59054 0.11189
C -0.34288 1.59108 -0.48680
C 1.13786 1.60037 -0.68822
H 1.56756 2.47058 -0.18841
H 1.57563 0.69441 -0.27136
C 1.43110 1.68315 -2.20392
N 0.77269 2.77534 -2.87339
C -0.64418 2.79247 -2.62414
H -1.07256 1.90320 -3.10369
C -1.03291 2.76019 -1.12530
H -0.69308 3.67911 -0.64278
H -2.11999 2.70913 -1.04298
H -1.07823 3.67433 -3.09941
C 1.46222 4.05206 -2.92254
C 1.58617 4.81882 -1.62500
C 2.67591 4.62090 -0.78480
C 2.77282 5.29681 0.41907
C 1.78191 6.18649 0.79766
C 0.70113 6.40582 -0.03931
C 0.60679 5.72841 -1.24260
H -0.23395 5.91390 -1.89711
H -0.06888 7.10868 0.24380
H 1.85626 6.71398 1.73687
H 3.62534 5.13096 1.06143
H 3.45994 3.93724 -1.08020
H 0.92885 4.66866 -3.65325
H 2.46273 3.85277 -3.31882
H 1.07986 0.75366 -2.66798
H 2.50667 1.76002 -2.37132
H -2.83839 1.15521 0.02541
H -0.80116 -1.19936 1.76593
H -2.14956 -2.31234 2.13782
H -0.92695 -1.88022 -0.62448
H -2.18785 -3.05400 -0.22163
H 0.08770 -4.05636 -0.44885
H 0.65644 -3.05856 0.88870
H -1.60062 -5.09472 1.09455
H -0.88194 -4.20072 2.43679
H 0.53753 -6.25085 0.68724
H 1.33188 -5.25835 1.90856
H -0.16126 -6.24224 3.65736
H 0.89492 -7.41410 2.87071
H -2.07635 -7.01673 2.28830
H -1.01767 -8.11279 1.39772
H -1.33421 -8.38397 3.11187
*
```

Here are the natural (NBO) charges for atoms 1 to 4, given in e: C -0.6075; C -0.3877; C -0.3861; C -0.4010


Calculated HOMO level, -0.3563 -0.3252 -0.3206 -0.3033 Ha (same order as the records).
Calculated maximum force, 7.40 3.73 4.06 1.32 eV/A (same order as the records).